# 1
Below is C18H23N3O4S in the gas phase, with properties calculated with ωB97M-V with the def2-TZVPD basis set.

Geometry as XYZ:
```
49
Properties=species:S:1:pos:R:3:forces:R:3
C 1.717334 2.284649 2.455201 0.0490 0.2036 0.2781
N 1.388206 1.069330 1.746914 -0.1249 -0.0331 0.0859
C 0.866371 -0.004068 2.451531 0.2781 0.3167 0.0435
O 0.750906 0.033338 3.653157 -0.1517 -0.0647 0.2498
N 0.514684 -1.111476 1.697787 -0.0261 -0.2964 0.0056
C -0.182943 -2.173494 2.421544 -0.1875 -0.1185 0.3416
C -1.691720 -1.886099 2.342024 0.4665 -0.4931 -0.1292
O -2.346993 -1.505541 3.284477 -0.1871 0.2626 0.3237
N -2.186996 -2.078920 1.099158 -0.1930 -0.2043 -0.4069
C -3.380384 -1.387021 0.673178 0.1708 0.4218 0.1872
C -3.083712 0.126095 0.536119 -0.4353 -0.1439 0.2474
C -4.110648 0.840271 -0.345187 0.2544 -0.0175 0.1845
C -3.534473 0.645984 -1.753139 0.0850 -0.0484 0.0224
C -2.043966 0.346679 -1.501896 0.1272 0.0267 -0.3888
O -1.838032 0.355069 -0.100368 0.0419 0.0827 0.1502
C 0.672240 -1.263068 0.321616 0.1486 0.2549 -0.0361
O 0.284537 -2.278431 -0.238143 0.0676 -0.1585 -0.1194
C 1.290165 -0.140932 -0.330041 0.2026 0.5338 0.2415
C 1.580867 0.034811 -1.719750 0.0977 0.1637 0.0145
C 2.067812 1.268178 -1.995117 -0.1213 -0.0037 0.3352
S 2.184489 2.274825 -0.564920 -0.1267 -0.4042 -0.0676
C 1.571991 0.987972 0.406586 0.0064 -0.3952 -0.6168
C 2.450681 1.770663 -3.343895 0.1045 0.0756 -0.1515
C 2.601491 0.586334 -4.301443 -0.2077 0.1420 -0.0571
C 1.414238 -0.364253 -4.163066 0.2688 -0.1192 0.0721
C 1.408276 -1.006005 -2.777468 -0.1803 -0.0181 -0.2074
H 1.496050 2.125174 3.508784 0.0509 0.0722 -0.1327
H 1.120723 3.113563 2.070675 -0.0130 0.0044 0.0194
H 2.776137 2.516899 2.327770 -0.0009 0.0006 0.0344
H 0.137757 -2.146694 3.463117 -0.1082 -0.0402 -0.2092
H 0.060379 -3.127804 1.951520 -0.0134 0.1336 0.0565
H -1.518877 -2.317665 0.373825 -0.0277 0.0389 0.1998
H -3.703298 -1.810912 -0.278359 -0.0642 -0.0223 0.0017
H -4.160673 -1.527813 1.423986 -0.0516 0.0052 -0.1584
H -2.995790 0.551939 1.539277 -0.0523 -0.0504 -0.0893
H -4.143155 1.898527 -0.087634 -0.0533 -0.0107 0.0286
H -5.106848 0.419314 -0.233194 -0.1035 0.0202 0.0121
H -4.012388 -0.191809 -2.259407 -0.0114 0.0212 -0.0478
H -3.665424 1.533553 -2.368387 -0.0422 -0.0233 -0.0443
H -1.381395 1.105464 -1.926496 -0.0167 -0.0872 -0.0311
H -1.759663 -0.629371 -1.915276 0.0159 0.0462 -0.0082
H 3.381578 2.339762 -3.287534 -0.0123 0.0305 -0.0619
H 1.676180 2.451479 -3.714077 0.0631 0.0282 -0.0470
H 2.676682 0.954092 -5.325821 0.0742 -0.0065 0.0011
H 3.520824 0.046257 -4.067457 0.0738 -0.0172 -0.0275
H 1.465800 -1.141077 -4.927135 -0.0715 0.0142 -0.0259
H 0.487034 0.193852 -4.311062 -0.0802 0.0081 -0.0485
H 0.484344 -1.556468 -2.598240 0.0765 -0.0460 -0.0167
H 2.227340 -1.726938 -2.694396 -0.0595 -0.0851 -0.0074
```
Positions in Å, forces in eV/Å.

- Lowest unoccupied orbital energy: 0.48 eV
- Energy relative to the best compared isomer or geometry (same formula, charge and spin): 0.0 kJ/mol
- Orbital gap: 8.67 eV
- Structure (SMILES): Cn1c(=O)n(CC(=O)NC[C@@H]2CCCO2)c(=O)c2c3c(sc21)CCCC3

=====

# 2
Below is 2 unconnected molecules or ions with the total composition C6H9N4O2, with properties calculated with ωB97M-V with the def2-TZVPD basis set.

Geometry as XYZ:
```
21
Properties=species:S:1:pos:R:3:forces:R:3
C 0.281995 -2.208670 0.458706 -1.2716 1.5817 0.2775
C -1.051645 -1.929550 0.537940 1.8748 2.1210 -0.8233
C 0.961721 -0.977124 0.332594 -0.1846 1.3181 -0.6874
C -0.035067 0.036606 0.290156 -0.3110 -0.2004 0.4616
C 1.425789 1.845674 0.070067 5.4701 -0.9412 0.2562
C 2.285534 -0.620306 -0.063508 -0.7532 2.2235 0.5261
N -1.259326 -0.510612 0.393562 -1.1566 -2.4056 0.5737
N 2.443177 0.940391 -0.009521 -2.9541 -0.2588 -0.0771
N 0.207208 1.420980 0.235102 -0.1753 -1.5446 -0.2261
N -3.492137 0.583670 -0.527446 1.7754 -3.0614 -1.2996
O 3.711897 1.365669 -0.160819 1.0420 -1.0596 -0.8427
O 3.266394 -1.157456 -0.427213 1.0382 -1.0384 -0.1806
H 0.636861 -3.175707 0.547429 1.0194 -1.5277 -0.0777
H -1.742781 -2.711261 0.461077 -1.6404 -0.2652 0.2973
H 1.857099 2.870100 0.147259 -1.3050 -0.5247 -0.2261
H -2.327771 -0.141634 0.338914 2.0224 0.3546 0.0444
H -0.462333 2.089331 0.500731 -1.2151 0.6850 0.2531
H -2.724176 0.904611 -1.166712 -1.7473 0.1327 0.4587
H -4.293372 1.126207 -0.454231 -1.2325 2.0283 0.1263
H -3.892285 -0.287649 -0.960083 0.8209 0.9153 0.3465
H 4.203213 0.536722 -0.544004 -1.1164 1.4674 0.8193
```
Positions in Å, forces in eV/Å.

- Lowest unoccupied orbital energy: -3.65 eV
- Energy relative to the best compared isomer or geometry (same formula, charge and spin): 0.0 kJ/mol
- Orbital gap: 9.04 eV
- Charge: +1

=====

# 3
Below is C6H11N in the gas phase, with properties calculated with ωB97M-V with the def2-TZVPD basis set.

Geometry as XYZ:
```
18
Properties=species:S:1:pos:R:3:forces:R:3
C 3.263246 0.290236 0.738835 -0.6571 1.2247 -0.1693
C 2.122587 0.500146 0.066784 0.2015 -1.4928 -0.9988
N 1.222984 -0.502483 -0.275463 -0.1591 -0.1826 0.1317
C 0.083883 -0.238943 -1.142768 0.5576 0.6373 0.3239
C -1.129804 0.347180 -0.450092 0.4375 -0.4638 -0.9326
C -2.064117 -0.437552 0.049620 -0.2475 -0.2091 1.3852
C -3.275538 0.004255 0.809423 -1.0220 -0.1895 -0.7631
H 3.610775 -0.684831 1.041917 -0.0988 0.0634 0.3450
H 3.786209 1.213048 0.957117 0.5782 -0.4174 0.0753
H 1.950370 1.386388 -0.531158 -0.0449 0.5462 0.5824
H 1.064535 -1.211489 0.415018 0.0923 -0.1364 0.1965
H 0.510188 0.460569 -1.868859 -0.5358 -0.1080 -0.2775
H -0.211557 -1.150643 -1.656250 0.1547 -0.1061 -0.0796
H -1.212986 1.420344 -0.479540 -0.2280 0.3019 0.2623
H -1.913649 -1.517354 0.125644 0.2030 0.1085 -0.5178
H -3.648034 0.967495 0.456986 0.3106 0.2441 0.3962
H -4.115215 -0.669633 0.594422 0.1693 -0.0970 -0.0193
H -3.173825 -0.041894 1.891578 0.2885 0.2768 0.0596
```
Positions in Å, forces in eV/Å.

- Lowest unoccupied orbital energy: 1.15 eV
- Energy relative to the best compared isomer or geometry (same formula, charge and spin): 173.4 kJ/mol
- Orbital gap: 8.91 eV
- Structure (SMILES): C=CNC/C=C/C

=====

# 4
Below is a molecular structure, C5H8O2, with properties calculated with ωB97M-V with the def2-TZVPD basis set.

Geometry as XYZ:
```
15
Properties=species:S:1:pos:R:3:forces:R:3
C -1.319612 -0.939319 0.394905 0.1763 -0.0864 -0.2426
C 0.032584 -0.268434 -0.001449 0.0220 -0.0768 0.1854
C 1.352181 -0.954270 -0.398919 -0.1687 -0.1088 0.1282
C -0.123504 1.094933 -0.727989 -0.1018 0.0721 0.0364
C 0.003358 1.647383 0.684126 -0.0005 0.7481 0.2542
O -0.114801 2.692579 1.245782 0.0446 -0.1860 -0.3373
O 0.328509 0.463492 1.246714 0.2525 0.4315 0.2395
H -2.137241 -0.232010 0.189583 0.2479 -0.2176 -0.1246
H -1.568925 -1.897932 -0.059676 0.2113 0.0947 -0.2585
H -1.348960 -1.068259 1.487526 0.3096 -0.1434 -0.4222
H 2.126622 -0.199858 -0.197101 -0.1675 -0.2381 -0.0461
H 1.597921 -1.825429 0.211351 -0.2012 0.0053 -0.0148
H 1.462531 -1.218831 -1.458542 -0.4751 -0.0097 0.2280
H 0.744794 1.386165 -1.333308 -0.1893 -0.1794 0.1587
H -1.035457 1.319789 -1.283004 0.0398 -0.1056 0.2157
```
Positions in Å, forces in eV/Å.

- Lowest unoccupied orbital energy: 0.75 eV
- Energy relative to the best compared isomer or geometry (same formula, charge and spin): 64.3 kJ/mol
- Orbital gap: 11.12 eV

=====

Please write out number 4 again, unchanged.
Below is a molecular structure, C5H8O2, with properties calculated with ωB97M-V with the def2-TZVPD basis set.

Geometry as XYZ:
```
15
Properties=species:S:1:pos:R:3:forces:R:3
C -1.319612 -0.939319 0.394905 0.1763 -0.0864 -0.2426
C 0.032584 -0.268434 -0.001449 0.0220 -0.0768 0.1854
C 1.352181 -0.954270 -0.398919 -0.1687 -0.1088 0.1282
C -0.123504 1.094933 -0.727989 -0.1018 0.0721 0.0364
C 0.003358 1.647383 0.684126 -0.0005 0.7481 0.2542
O -0.114801 2.692579 1.245782 0.0446 -0.1860 -0.3373
O 0.328509 0.463492 1.246714 0.2525 0.4315 0.2395
H -2.137241 -0.232010 0.189583 0.2479 -0.2176 -0.1246
H -1.568925 -1.897932 -0.059676 0.2113 0.0947 -0.2585
H -1.348960 -1.068259 1.487526 0.3096 -0.1434 -0.4222
H 2.126622 -0.199858 -0.197101 -0.1675 -0.2381 -0.0461
H 1.597921 -1.825429 0.211351 -0.2012 0.0053 -0.0148
H 1.462531 -1.218831 -1.458542 -0.4751 -0.0097 0.2280
H 0.744794 1.386165 -1.333308 -0.1893 -0.1794 0.1587
H -1.035457 1.319789 -1.283004 0.0398 -0.1056 0.2157
```
Positions in Å, forces in eV/Å.

- Lowest unoccupied orbital energy: 0.75 eV
- Energy relative to the best compared isomer or geometry (same formula, charge and spin): 64.3 kJ/mol
- Orbital gap: 11.12 eV

=====

> Number 3 is which compound?

C6H11N

=====

Repeat the second record exactly.
Below is 2 unconnected molecules or ions with the total composition C6H9N4O2, with properties calculated with ωB97M-V with the def2-TZVPD basis set.

Geometry as XYZ:
```
21
Properties=species:S:1:pos:R:3:forces:R:3
C 0.281995 -2.208670 0.458706 -1.2716 1.5817 0.2775
C -1.051645 -1.929550 0.537940 1.8748 2.1210 -0.8233
C 0.961721 -0.977124 0.332594 -0.1846 1.3181 -0.6874
C -0.035067 0.036606 0.290156 -0.3110 -0.2004 0.4616
C 1.425789 1.845674 0.070067 5.4701 -0.9412 0.2562
C 2.285534 -0.620306 -0.063508 -0.7532 2.2235 0.5261
N -1.259326 -0.510612 0.393562 -1.1566 -2.4056 0.5737
N 2.443177 0.940391 -0.009521 -2.9541 -0.2588 -0.0771
N 0.207208 1.420980 0.235102 -0.1753 -1.5446 -0.2261
N -3.492137 0.583670 -0.527446 1.7754 -3.0614 -1.2996
O 3.711897 1.365669 -0.160819 1.0420 -1.0596 -0.8427
O 3.266394 -1.157456 -0.427213 1.0382 -1.0384 -0.1806
H 0.636861 -3.175707 0.547429 1.0194 -1.5277 -0.0777
H -1.742781 -2.711261 0.461077 -1.6404 -0.2652 0.2973
H 1.857099 2.870100 0.147259 -1.3050 -0.5247 -0.2261
H -2.327771 -0.141634 0.338914 2.0224 0.3546 0.0444
H -0.462333 2.089331 0.500731 -1.2151 0.6850 0.2531
H -2.724176 0.904611 -1.166712 -1.7473 0.1327 0.4587
H -4.293372 1.126207 -0.454231 -1.2325 2.0283 0.1263
H -3.892285 -0.287649 -0.960083 0.8209 0.9153 0.3465
H 4.203213 0.536722 -0.544004 -1.1164 1.4674 0.8193
```
Positions in Å, forces in eV/Å.

- Lowest unoccupied orbital energy: -3.65 eV
- Energy relative to the best compared isomer or geometry (same formula, charge and spin): 0.0 kJ/mol
- Orbital gap: 9.04 eV
- Charge: +1